Record 1
Molecular formula: C8H8Cl4F12NaO12S4
Method: DFT, ωB97M-V with the def2-TZVPD basis set

Summary:
Energy relative to the best compared isomer or geometry (same formula, charge and spin)   0.0 kcal per mole
Total charge   -3
E_LUMO   4.793 eV
HOMO energy   -1.308 eV
F_max   0.02576 hartree/bohr
Kohn-Sham gap   6.1 eV

Geometry (Å):
Na: -0.259 0.396 -0.135
C: 4.337 1.966 0.566
F: 4.595 2.076 -0.748
F: 5.490 2.147 1.234
F: 3.554 3.016 0.894
S: 3.480 0.346 0.916
O: 4.288 -0.634 0.254
O: 3.473 0.263 2.343
O: 2.191 0.627 0.298
C: 1.257 -1.288 -3.329
F: 0.162 -1.998 -3.580
F: 1.218 -0.152 -4.082
F: 1.174 -0.866 -2.059
S: 2.802 -2.272 -3.793
O: 3.642 -1.292 -4.450
O: 3.285 -2.778 -2.551
O: 2.197 -3.246 -4.692
C: 0.113 3.281 3.516
F: 1.299 3.397 2.941
F: 0.210 3.774 4.761
F: -0.752 4.061 2.835
S: -0.413 1.503 3.528
O: -0.445 1.173 2.109
O: 0.611 0.855 4.283
O: -1.715 1.537 4.194
C: -0.795 -4.164 1.460
F: -0.333 -5.153 2.242
F: -1.094 -4.674 0.260
F: -1.959 -3.754 2.012
S: 0.425 -2.770 1.344
O: 0.537 -2.302 2.697
O: 1.607 -3.408 0.838
O: -0.274 -1.874 0.429
Cl: -1.737 0.830 -2.676
C: -1.257 1.400 -4.289
C: -2.415 2.083 -4.982
Cl: -3.097 3.473 -4.108
H: -0.867 0.573 -4.862
H: -0.473 2.138 -4.127
H: -3.250 1.388 -5.085
H: -2.149 2.393 -5.992
Cl: -3.064 -0.340 0.433
C: -3.580 0.345 2.000
C: -3.542 -0.686 3.077
Cl: -4.740 -2.010 2.782
H: -4.512 0.888 1.856
H: -2.847 1.115 2.220
H: -3.827 -0.265 4.035
H: -2.550 -1.119 3.181

Forces on atoms 1 to 2 (eV/Å):
0.94 -0.54 0.77
-0.66 -0.26 -0.01

These are the Mulliken partial charges, in e, on atoms 1 to 6: 0.827 0.447 -0.242 -0.255 -0.239 1.144

---

Record 2
Molecular formula: C3H13N4
Method: DFT, ωB97M-V with the def2-TZVPD basis set

Summary:
Energy relative to the best compared isomer or geometry (same formula, charge and spin)   64.1 kcal per mole
Total charge   +1
E_LUMO   -3.430 eV
HOMO energy   -13.516 eV
F_max   0.10022 hartree/bohr
Kohn-Sham gap   10.1 eV

Geometry (Å):
C: 2.464 -0.483 0.698
C: 1.630 -0.089 -0.531
C: 0.265 0.462 -0.205
N: -0.117 0.653 1.098
N: -2.160 -1.411 0.508
N: -0.634 0.712 -1.197
N: -1.659 1.566 -0.951
H: 1.810 -0.932 1.443
H: 3.212 -1.164 0.254
H: 3.014 0.308 1.221
H: 1.364 -1.098 -1.152
H: 2.115 0.496 -1.360
H: -1.093 0.788 1.285
H: 0.503 0.797 1.939
H: -3.020 -1.439 0.123
H: -1.409 -1.825 -0.134
H: -0.236 0.590 -2.111
H: -2.561 1.620 -1.526
H: -2.206 -2.036 1.242
H: -1.280 2.484 -0.646

Forces on atoms 1 to 2 (eV/Å):
0.48 0.09 -0.96
-1.10 -1.62 -1.86

These are the Mulliken partial charges, in e, on atoms 1 to 6: -1.310 -0.317 0.328 -0.334 -0.618 0.149

---

Record 3
Molecular formula: C18H32InN2O8
Method: DFT, ωB97M-V with the def2-TZVPD basis set

Summary:
2S+1   2
Energy relative to the best compared isomer or geometry (same formula, charge and spin)   0.0 kcal per mole
⟨S²⟩   0.786
E_LUMO (spin up / spin down)   0.118 / -1.608 eV
HOMO energy (spin up / spin down)   -7.290 / -7.163 eV
F_max   0.13213 hartree/bohr
Kohn-Sham gap (spin up / spin down)   7.4 / 5.6 eV

Geometry (Å):
In: -0.348 -0.549 -0.973
C: 4.563 -0.249 0.656
C: 3.385 -0.273 -0.075
C: 3.487 0.204 -1.612
O: 2.482 0.739 -2.089
C: 4.796 0.135 -2.282
C: 5.885 -0.144 -1.497
C: 5.763 -0.212 -0.003
O: 6.801 -0.284 0.792
O: 6.874 -0.602 -2.172
O: 2.268 -0.620 0.405
H: 4.445 -0.425 1.715
H: 4.911 0.246 -3.350
C: 1.120 2.030 2.112
O: 0.417 1.876 0.828
C: 0.452 3.130 0.128
C: -0.772 3.299 -0.874
N: -0.778 2.248 -1.893
C: -1.904 2.306 -2.778
C: -3.227 2.085 -2.009
O: -3.215 0.985 -1.061
C: -4.489 0.831 -0.424
H: 2.201 2.115 2.002
H: 0.775 1.247 2.787
H: 0.723 2.962 2.514
H: 1.383 3.270 -0.422
H: 0.441 4.010 0.771
H: -0.804 4.294 -1.319
H: -1.652 3.185 -0.241
H: -0.060 2.684 -2.454
H: -1.733 1.488 -3.479
H: -1.990 3.103 -3.516
H: -3.881 1.977 -2.874
H: -3.447 3.010 -1.475
H: -4.434 0.045 0.329
H: -5.208 0.399 -1.120
H: -4.917 1.770 -0.072
C: -0.718 -4.231 -2.315
O: -0.434 -3.451 -1.148
C: 0.110 -4.274 -0.163
C: 0.467 -3.542 1.143
N: -0.585 -2.501 1.400
C: -0.338 -1.613 2.547
C: -1.519 -0.687 2.960
O: -1.834 0.181 1.899
C: -2.654 1.251 2.313
H: -0.881 -3.485 -3.093
H: -1.554 -4.921 -2.207
H: 0.240 -4.638 -2.640
H: 0.945 -4.889 -0.498
H: -0.630 -4.976 0.219
H: 1.469 -3.145 0.982
H: 0.609 -4.265 1.946
H: -1.387 -2.988 1.775
H: 0.566 -1.095 2.226
H: -0.082 -2.217 3.418
H: -1.253 -0.188 3.891
H: -2.256 -1.450 3.213
H: -2.262 1.810 3.163
H: -3.705 1.037 2.507
H: -2.624 1.960 1.486

Forces on atoms 1 to 2 (eV/Å):
0.50 0.29 0.49
-2.61 0.04 -0.93

These are the Mulliken partial charges, in e, on atoms 1 to 6: 0.980 -0.518 0.075 0.492 -0.493 -0.625

---

Record 4
Molecular formula: C5H11NO2
Method: DFT, ωB97M-V with the def2-TZVPD basis set

Summary:
2S+1   2
Energy relative to the best compared isomer or geometry (same formula, charge and spin)   43.5 kcal per mole
Total charge   +1
⟨S²⟩   0.755
E_LUMO (spin up / spin down)   -3.662 / -8.316 eV
HOMO energy (spin up / spin down)   -14.347 / -14.344 eV
F_max   0.03508 hartree/bohr
Kohn-Sham gap (spin up / spin down)   10.7 / 6.0 eV

Geometry (Å):
C: 0.975 0.393 0.831
C: 0.687 1.152 2.128
O: 0.827 0.153 3.151
C: 0.199 -0.934 0.725
N: -0.910 -0.878 -0.198
C: -0.704 -0.882 -1.607
C: -0.743 0.496 -2.320
O: -0.688 0.532 -3.501
H: 2.055 0.266 0.778
H: 0.772 0.998 -0.043
H: 1.472 1.894 2.255
H: -0.325 1.531 2.207
H: 0.822 0.579 4.024
H: 0.884 -1.674 0.325
H: -0.154 -1.275 1.692
H: -1.722 -1.418 0.114
H: 0.209 -1.422 -1.895
H: -1.392 -1.574 -2.113
H: -0.687 1.404 -1.703

Forces on atoms 1 to 2 (eV/Å):
0.15 0.64 0.02
0.27 -1.36 0.50

These are the Mulliken partial charges, in e, on atoms 1 to 6: -0.463 -0.511 -0.525 -0.623 0.029 -0.545

---

Record 5
Molecular formula: CH5O4P
Method: DFT, ωB97M-V with the def2-TZVPD basis set

Summary:
2S+1   3
Energy relative to the best compared isomer or geometry (same formula, charge and spin)   17.0 kcal per mole
⟨S²⟩   2.006
E_LUMO (spin up / spin down)   0.776 / -2.637 eV
HOMO energy (spin up / spin down)   -5.473 / -10.550 eV
F_max   0.09002 hartree/bohr
Kohn-Sham gap (spin up / spin down)   6.2 / 7.9 eV

Geometry (Å):
C: 0.381 -0.358 -1.111
O: 1.444 0.532 -1.710
O: -0.593 -0.643 2.493
O: -0.151 1.708 2.245
O: -0.516 0.223 -0.250
P: 0.447 0.298 1.754
H: 0.962 -1.042 -0.551
H: -0.227 -0.941 -1.921
H: 1.273 1.061 -2.438
H: -1.454 -0.356 2.842
H: -0.003 2.552 1.847

Forces on atoms 1 to 2 (eV/Å):
-0.53 1.50 -2.26
-0.50 -2.94 3.54

These are the Mulliken partial charges, in e, on atoms 1 to 6: -0.116 -0.517 -0.411 -0.470 -0.282 0.321

---

Record 6
Molecular formula: C6H5Br2ClSi
Method: DFT, ωB97M-V with the def2-TZVPD basis set

Summary:
Energy relative to the best compared isomer or geometry (same formula, charge and spin)   0.0 kcal per mole
E_LUMO   0.336 eV
HOMO energy   -9.954 eV
SMILES string   Cl[Si](Br)(Br)c1ccccc1
F_max   0.07365 hartree/bohr
Kohn-Sham gap   10.3 eV

Geometry (Å):
C: 2.233 0.105 -0.238
C: 1.387 -0.282 -1.305
C: 1.687 0.452 0.989
C: 0.041 -0.341 -1.115
C: 0.344 0.159 1.184
C: -0.513 -0.134 0.146
Si: -2.337 -0.076 0.297
Cl: -2.908 0.076 2.292
Br: -3.195 1.476 -0.956
Br: -3.438 -1.933 -0.346
H: 3.358 0.332 -0.489
H: 1.769 -0.490 -2.330
H: 2.315 0.602 1.764
H: -0.604 -0.258 -2.021
H: -0.139 0.312 2.128

Forces on atoms 1 to 2 (eV/Å):
1.69 0.94 -1.76
1.66 0.00 -0.42

These are the Mulliken partial charges, in e, on atoms 1 to 6: -0.166 -0.463 -0.783 -0.485 -0.182 0.511

---

| no. | E (Ha) |
| --- | --- |
| 1 | -6006.95285 |
| 2 | -340.84125 |
| 3 | -1606.38106 |
| 4 | -401.98582 |
| 5 | -683.26920 |
| 6 | -6129.48963 |